1.
DFT (the ωB97M-V functional and the def2-TZVPD basis) results for a cluster of 8 separate species, C25H28BBr2F7O23 in total in a non-equilibrium geometry.

Cartesian coordinates (Å):
C1 -0.254 -1.286 1.440
C2 -1.827 -1.370 1.642
Br1 -2.716 -3.069 1.108
C3 -2.611 -0.323 2.185
Br2 -1.815 1.397 2.735
B1 -4.202 -0.635 2.347
C4 -5.290 -0.567 1.141
O1 -6.610 -0.648 1.783
O2 -6.691 -1.962 2.188
H1 0.085 -1.686 0.423
H2 0.161 -0.242 1.607
H3 0.198 -1.993 2.227
H4 -4.566 -0.957 3.439
H5 -5.235 0.422 0.561
H6 -5.205 -1.450 0.412
H7 -7.272 -2.036 2.973
O3 2.166 2.911 -2.005
C5 1.017 3.027 -1.697
O4 0.290 4.167 -1.857
C6 -1.052 3.850 -1.495
C7 -0.866 2.668 -0.597
F1 -1.913 1.818 -0.689
O5 0.278 2.033 -1.134
H8 -1.625 3.610 -2.394
H9 -1.531 4.687 -0.987
H10 -0.688 2.923 0.451
O6 -4.052 4.549 -1.214
C8 -4.140 5.324 -2.117
O7 -3.492 6.522 -2.162
C9 -3.750 7.079 -3.446
C10 -5.020 6.393 -3.841
F2 -5.083 6.219 -5.182
O8 -4.905 5.125 -3.225
H11 -2.919 6.845 -4.117
H12 -3.860 8.162 -3.389
H13 -5.928 6.891 -3.490
O9 3.257 -2.566 1.167
C11 3.213 -1.777 0.269
O10 3.883 -0.593 0.256
C12 3.673 -0.018 -1.033
C13 2.403 -0.674 -1.469
F3 2.374 -0.836 -2.814
O11 2.476 -1.952 -0.862
H14 4.516 -0.261 -1.681
H15 3.581 1.066 -0.970
H16 1.494 -0.163 -1.139
O12 -2.803 -3.094 -4.874
C14 -2.394 -3.816 -4.017
O13 -2.166 -3.426 -2.732
C15 -1.817 -4.597 -2.005
C16 -1.313 -5.504 -3.083
F4 -1.572 -6.802 -2.790
O14 -2.088 -5.131 -4.205
H17 -2.705 -4.991 -1.503
H18 -1.057 -4.380 -1.253
H19 -0.251 -5.382 -3.314
O15 4.924 1.615 -2.899
C17 4.856 2.399 -3.795
O16 5.512 3.591 -3.824
C18 5.272 4.159 -5.105
C19 4.002 3.485 -5.519
F5 3.952 3.321 -6.864
O17 4.101 2.213 -4.913
H20 6.109 3.924 -5.769
H21 5.168 5.243 -5.041
H22 3.093 3.986 -5.174
O18 3.215 -0.728 6.904
C20 3.900 -1.128 6.012
O19 3.647 -0.904 4.693
C21 4.757 -1.425 3.969
C22 5.313 -2.435 4.921
F6 6.658 -2.543 4.789
O20 5.028 -1.874 6.188
H23 5.461 -0.617 3.753
H24 4.436 -1.873 3.027
H25 4.854 -3.425 4.846
O21 0.732 -4.815 3.230
C23 0.162 -4.455 4.214
O22 0.464 -4.881 5.472
C24 -0.343 -4.124 6.364
C25 -1.481 -3.705 5.487
F7 -1.966 -2.497 5.863
O23 -0.876 -3.572 4.217
H26 0.231 -3.274 6.743
H27 -0.669 -4.732 7.209
H28 -2.298 -4.430 5.431

The energy relative to the best compared isomer or geometry (same formula, charge and spin) is 127.8 kJ/mol. The structure (SMILES) is C/C(Br)=C(\Br)BCOO.O=C1OC[C@@H](F)O1.O=C1OC[C@@H](F)O1.O=C1OC[C@@H](F)O1.O=C1OC[C@@H](F)O1.O=C1OC[C@@H](F)O1.O=C1OC[C@@H](F)O1.O=C1OC[C@@H](F)O1. The value obtained for the largest force on an atom is 3.79 eV Å⁻¹.

These are the Mulliken partial charges, in e, on atoms 1 to 8: -0.69, 0.25, -0.18, 0.22, -0.18, 0.22, -0.24, -0.26

---

2.
DFT (the ωB97M-V functional and the def2-TZVPD basis) results for a structure of composition C25H28BCl3MnN7O5 in a non-equilibrium geometry.

Cartesian coordinates (Å):
Mn1 0.184 -0.048 -0.219
C1 -1.087 -2.458 2.788
C2 0.087 -3.208 2.152
C3 1.421 -2.731 2.726
C4 -0.034 -3.156 0.657
C5 -0.178 -4.314 -0.116
C6 -0.543 -3.885 -1.372
N1 -0.590 -2.552 -1.356
N2 -0.254 -2.087 -0.133
B1 -1.338 -1.658 -2.345
N3 -2.279 -0.772 -1.504
C7 -3.600 -0.688 -1.675
C8 -4.100 0.212 -0.765
C9 -2.997 0.664 -0.034
N4 -1.888 0.057 -0.499
C10 -3.168 1.593 1.128
C11 -3.656 0.776 2.331
C12 -1.942 2.407 1.511
N5 -0.369 -0.702 -3.027
C13 -0.215 -0.496 -4.337
C14 0.529 0.648 -4.501
C15 0.795 1.124 -3.213
N6 0.246 0.272 -2.322
C16 1.470 2.442 -2.981
C17 0.461 3.462 -2.440
C18 2.741 2.333 -2.139
H1 -1.031 -2.542 3.869
H2 -2.033 -2.875 2.455
H3 -1.056 -1.407 2.512
H4 -0.004 -4.268 2.413
H5 1.556 -1.666 2.577
H6 2.254 -3.262 2.273
H7 1.434 -2.924 3.796
H8 -0.055 -5.322 0.218
H9 -0.784 -4.431 -2.260
H10 -1.937 -2.303 -3.124
H11 -4.097 -1.272 -2.421
H12 -5.118 0.514 -0.637
H13 -3.966 2.286 0.840
H14 -2.902 0.050 2.622
H15 -4.572 0.244 2.095
H16 -3.851 1.437 3.170
H17 -1.218 1.770 2.011
H18 -2.227 3.189 2.212
H19 -1.494 2.877 0.638
H20 -0.639 -1.161 -5.062
H21 0.830 1.096 -5.426
H22 1.771 2.802 -3.973
H23 0.082 3.169 -1.467
H24 -0.380 3.559 -3.124
H25 0.934 4.437 -2.348
H26 2.555 1.816 -1.204
H27 3.121 3.328 -1.920
H28 3.502 1.784 -2.690
O1 2.800 3.527 3.963
C19 2.218 2.854 3.171
C20 1.820 3.272 1.739
O2 2.018 4.343 1.235
C21 1.174 2.075 1.178
C22 1.069 1.036 2.145
O3 0.479 -0.012 1.745
C23 1.751 1.402 3.396
O4 1.966 0.743 4.378
O5 0.713 1.780 0.034
Cl1 4.827 -1.003 1.737
C24 4.281 -1.694 0.168
Cl2 4.141 -3.469 0.294
Cl3 5.405 -1.259 -1.151
C25 2.997 -1.127 -0.105
N7 1.972 -0.630 -0.288

The value obtained for the largest force on an atom is 3.29 eV Å⁻¹. Its multiplicity is 4. As for the net charge: +1.

These are the Mulliken partial charges, in e, on atoms 1 to 8: -0.87, -1.19, 0.42, -1.10, 0.30, -1.47, -0.46, 0.09

---

3.
DFT (the ωB97M-V functional and the def2-TZVPD basis) results for a structure of composition C25H28BN8OS2W in a non-equilibrium geometry.

Cartesian coordinates (Å):
W1 -0.095 0.192 0.090
C1 0.597 -2.187 1.850
N1 1.387 -1.688 0.612
C2 0.966 -2.827 -0.385
C3 0.149 -2.443 -1.749
N2 0.589 -1.069 -2.183
C4 2.003 -1.117 -2.573
C5 -0.222 -0.623 -3.329
C6 -0.536 -1.508 -4.356
C7 -1.258 -1.051 -5.455
C8 -1.725 0.258 -5.456
C9 -1.383 1.105 -4.403
C10 -0.498 0.743 -3.387
S1 0.796 2.190 -0.995
C11 2.739 -1.744 1.199
C12 3.304 -2.791 1.911
C13 4.593 -2.662 2.418
C14 5.275 -1.464 2.280
C15 4.679 -0.392 1.631
C16 3.437 -0.542 1.020
S2 2.625 0.665 -0.015
H1 1.024 -3.127 2.182
H2 -0.461 -2.348 1.806
H3 0.574 -1.516 2.713
H4 0.377 -3.601 0.087
H5 1.896 -3.293 -0.716
H6 -0.888 -2.575 -1.546
H7 0.313 -3.241 -2.489
H8 2.133 -1.774 -3.445
H9 2.621 -1.490 -1.762
H10 2.310 -0.105 -2.827
H11 -0.164 -2.527 -4.368
H12 -1.438 -1.708 -6.298
H13 -2.258 0.641 -6.321
H14 -1.732 2.137 -4.458
H15 2.783 -3.728 2.046
H16 5.071 -3.512 2.889
H17 6.302 -1.385 2.618
H18 5.234 0.527 1.474
C17 -3.156 3.099 -1.310
C18 -1.868 2.576 -1.288
N3 -1.680 1.685 -0.341
N4 -2.873 1.578 0.276
C19 -3.771 2.419 -0.269
B1 -3.056 0.625 1.431
N5 -3.001 -0.858 1.014
C20 -4.030 -1.732 1.110
C21 -3.578 -2.990 0.761
C22 -2.252 -2.878 0.451
N6 -1.810 -1.475 0.592
N7 -1.874 0.941 2.443
C23 -1.942 1.344 3.715
C24 -0.658 1.508 4.208
C25 0.173 1.163 3.145
N8 -0.560 0.824 2.087
H19 -3.560 3.848 -1.965
H20 -1.070 2.810 -1.963
H21 -4.776 2.464 0.120
H22 -4.138 0.802 1.925
H23 -4.997 -1.403 1.447
H24 -4.155 -3.899 0.750
H25 -1.585 -3.660 0.160
H26 -2.898 1.492 4.189
H27 -0.367 1.830 5.192
H28 1.249 1.142 3.072
O1 -1.267 -1.066 -0.710

The energy relative to the best compared isomer or geometry (same formula, charge and spin) is 982.3 kJ/mol. The value obtained for the largest force on an atom is 6.56 eV Å⁻¹. Its multiplicity is 3. As for the net charge: -1.

These are the Mulliken partial charges, in e, on atoms 1 to 8: 1.78, -1.73, 1.05, -1.26, -1.21, 1.04, -1.48, -0.12

---

4.
DFT (the ωB97M-V functional and the def2-TZVPD basis) results for a structure of composition C25H28BrCl5InN8O11S2.

Cartesian coordinates (Å):
In1 -0.990 -0.885 1.478
O1 -1.572 3.320 1.334
S1 -1.658 1.895 1.432
O2 -2.774 1.427 0.433
O3 -0.408 1.202 0.939
O4 -1.934 1.316 2.743
Cl1 -1.379 0.928 8.467
C1 -0.849 0.497 6.881
C2 -1.459 -0.552 6.194
Cl2 -2.751 -1.429 6.926
C3 -1.018 -0.893 4.929
Cl3 -1.747 -2.193 4.051
C4 0.029 -0.217 4.269
O5 0.433 -0.554 3.085
C5 0.625 0.830 4.993
Cl4 1.928 1.676 4.235
C6 0.199 1.181 6.267
Cl5 0.968 2.481 7.105
C7 2.069 -4.437 -1.402
N1 1.835 -3.521 -0.299
C8 2.996 -3.016 0.410
C9 0.604 -3.123 0.077
N2 0.353 -2.531 1.205
N3 -0.413 -3.349 -0.829
C10 -1.762 -3.590 -0.476
N4 -2.621 -3.124 -1.465
N5 -2.020 -4.227 0.590
H1 2.369 -3.903 -2.309
H2 1.171 -5.013 -1.605
H3 2.867 -5.126 -1.128
H4 3.864 -3.099 -0.240
H5 3.191 -3.578 1.328
H6 2.853 -1.960 0.643
H7 1.115 -2.482 1.866
H8 -0.249 -3.067 -1.781
H9 -2.490 -2.110 -1.542
H10 -3.586 -3.308 -1.226
H11 -3.024 -4.228 0.750
C11 4.454 1.809 -4.198
C12 4.056 2.010 -2.742
S2 3.614 3.713 -2.471
O6 2.495 4.027 -3.321
O7 4.827 4.493 -2.554
C13 3.073 3.808 -0.775
C14 1.646 3.350 -0.523
N6 1.443 1.969 -0.940
C15 1.976 0.884 -0.331
N7 1.605 -0.247 -0.909
C16 0.779 0.119 -1.931
C17 0.684 1.472 -1.977
N8 -0.200 2.221 -2.821
O8 -0.503 3.355 -2.505
O9 -0.662 1.616 -3.775
C18 2.828 0.931 0.889
H12 4.734 0.768 -4.350
H13 5.301 2.440 -4.467
H14 3.617 2.041 -4.856
H15 4.878 1.793 -2.057
H16 3.193 1.397 -2.478
H17 3.178 4.869 -0.540
H18 3.809 3.266 -0.176
H19 0.933 3.968 -1.054
H20 1.413 3.417 0.540
H21 0.229 -0.578 -2.541
H22 2.909 1.934 1.306
H23 3.834 0.564 0.671
H24 2.368 0.307 1.659
Br1 -5.437 -2.429 0.574
C19 -5.250 -1.021 -0.707
C20 -6.287 -0.956 -1.635
C21 -6.267 -0.006 -2.638
C22 -5.196 0.876 -2.723
C23 -4.172 0.797 -1.802
C24 -4.175 -0.140 -0.762
C25 -2.935 -0.182 0.118
O10 -1.836 -0.568 -0.546
O11 -3.047 -0.804 1.296
H25 -7.104 -1.660 -1.560
H26 -7.081 0.041 -3.351
H27 -5.159 1.622 -3.506
H28 -3.331 1.474 -1.859

The energy relative to the best compared isomer or geometry (same formula, charge and spin) is 255.1 kJ/mol. The value obtained for the largest force on an atom is 0.89 eV Å⁻¹. As for the net charge: -1.

These are the Mulliken partial charges, in e, on atoms 1 to 8: 1.48, -0.80, 0.96, -0.51, -0.70, -0.48, -0.23, 0.41

---

5.
DFT (the ωB97M-V functional and the def2-TZVPD basis) results for a structure of composition C25H28Cl4N6O3OsTe in a non-equilibrium geometry.

Cartesian coordinates (Å):
Os1 0.460 0.509 0.905
Cl1 6.010 -1.748 4.371
C1 4.469 -1.007 3.927
C2 3.756 -0.247 4.903
Cl2 4.404 0.159 6.435
C3 2.451 0.197 4.564
Cl3 1.260 0.602 5.700
C4 1.988 0.186 3.248
O1 0.896 0.830 2.833
C5 2.798 -0.467 2.210
O2 2.369 -0.442 0.980
C6 3.985 -1.094 2.624
Cl4 4.872 -2.046 1.504
C7 -2.604 -2.107 -0.302
Te1 -1.503 -1.181 1.483
C8 -0.384 -3.053 1.320
C9 -1.187 -4.040 0.522
C10 -1.000 -5.443 0.601
C11 -1.805 -6.341 -0.045
C12 -2.920 -5.860 -0.742
C13 -3.171 -4.489 -0.798
C14 -2.265 -3.576 -0.266
H1 -2.146 -1.520 -1.106
H2 -3.678 -1.906 -0.196
H3 -0.246 -3.468 2.318
H4 0.601 -2.871 0.898
H5 -0.142 -5.819 1.163
H6 -1.577 -7.359 0.071
H7 -3.565 -6.579 -1.231
H8 -4.046 -4.186 -1.351
N1 0.569 0.179 -0.869
C15 0.695 -0.287 -1.995
N2 1.036 -0.114 -3.237
C16 0.608 -0.817 -4.412
C17 1.772 -1.351 -5.239
O3 2.664 -0.282 -5.632
C18 3.216 0.284 -4.424
C19 2.073 0.871 -3.568
H9 0.099 -0.081 -5.031
H10 -0.090 -1.655 -4.161
H11 1.413 -1.865 -6.121
H12 2.301 -2.073 -4.640
H13 3.862 1.101 -4.789
H14 3.823 -0.448 -3.831
H15 1.546 1.606 -4.213
H16 2.395 1.363 -2.648
C20 -1.644 2.389 -0.406
N3 -0.709 2.290 0.794
C21 0.070 3.564 0.740
N4 -0.775 4.834 0.874
C22 -1.724 4.791 -0.267
N5 -2.548 3.525 -0.348
C23 -3.334 3.417 0.869
N6 -2.503 3.516 2.120
C24 -1.574 2.392 2.076
C25 -1.662 4.762 2.082
H17 -2.199 1.436 -0.539
H18 -0.971 2.470 -1.251
H19 0.522 3.619 -0.255
H20 0.874 3.465 1.483
H21 -1.171 4.894 -1.211
H22 -2.389 5.657 -0.150
H23 -3.874 2.476 0.829
H24 -4.143 4.188 0.864
H25 -2.111 1.450 2.104
H26 -0.838 2.444 2.848
H27 -1.070 4.710 2.978
H28 -2.290 5.649 2.032

The energy relative to the best compared isomer or geometry (same formula, charge and spin) is 194.2 kJ/mol. The value obtained for the largest force on an atom is 6.55 eV Å⁻¹. Its multiplicity is 5. As for the net charge: +2.

These are the Mulliken partial charges, in e, on atoms 1 to 8: 1.65, -0.09, 0.25, 0.26, -0.07, 0.11, -0.14, -0.29

---

6.
DFT (the ωB97M-V functional and the def2-TZVPD basis) results for a structure of composition C25H28ClIN4NaO4.

Cartesian coordinates (Å):
Na1 1.739 -0.206 0.155
C1 1.709 0.794 -3.765
C2 0.600 1.595 -3.161
N1 -0.408 1.954 -3.909
C3 -1.421 2.659 -3.338
C4 -1.443 3.004 -2.011
C5 -2.627 3.787 -1.512
O1 -2.294 5.129 -1.133
C6 -0.373 2.611 -1.167
C7 -0.439 2.935 0.260
N2 0.244 2.343 1.163
C8 0.029 2.735 2.504
C9 -1.215 3.112 3.010
C10 -1.374 3.455 4.344
C11 -0.288 3.416 5.205
C12 0.951 3.013 4.727
C13 1.108 2.665 3.393
I1 2.946 1.990 2.729
C14 0.713 1.893 -1.731
O2 1.722 1.472 -1.100
H1 1.510 0.666 -4.828
H2 1.794 -0.180 -3.275
H3 2.674 1.281 -3.612
H4 -2.248 2.938 -3.982
H5 -3.072 3.334 -0.623
H6 -3.391 3.795 -2.295
H7 -1.609 5.422 -1.744
H8 -1.118 3.754 0.518
H9 -2.070 3.112 2.345
H10 -2.353 3.739 4.707
H11 -0.397 3.674 6.251
H12 1.803 2.958 5.391
Cl1 4.368 -7.172 1.510
C15 3.729 -5.537 1.506
C16 3.476 -4.894 2.730
C17 2.979 -3.623 2.764
C18 2.686 -2.876 1.566
O3 2.227 -1.702 1.626
C19 2.959 -3.571 0.335
C20 2.724 -2.992 -0.977
O4 2.263 -1.893 -1.236
C21 3.474 -4.880 0.337
H13 3.679 -5.423 3.654
H14 2.784 -3.122 3.705
H15 3.006 -3.668 -1.812
H16 3.668 -5.371 -0.611
C22 -1.902 -3.060 -0.829
C23 -1.977 -1.608 -1.279
C24 -3.333 -0.999 -0.911
C25 -1.756 -1.504 -2.783
N3 -0.852 -0.866 -0.679
N4 -0.813 -0.760 0.733
H17 -2.645 -3.659 -1.360
H18 -2.100 -3.160 0.240
H19 -0.913 -3.472 -1.034
H20 -4.154 -1.549 -1.376
H21 -3.387 0.038 -1.253
H22 -3.507 -1.025 0.168
H23 -2.555 -2.014 -3.327
H24 -0.798 -1.949 -3.057
H25 -1.748 -0.460 -3.109
H26 -0.851 0.082 -1.045
H27 -0.417 -1.600 1.137
H28 -1.715 -0.561 1.152

The energy relative to the best compared isomer or geometry (same formula, charge and spin) is 45.8 kJ/mol. The value obtained for the largest force on an atom is 0.63 eV Å⁻¹. As for the net charge: -1.

These are the Mulliken partial charges, in e, on atoms 1 to 8: 0.86, -0.98, 0.97, -0.67, -1.20, 0.94, -0.95, -0.55

---

7.
DFT (the ωB97M-V functional and the def2-TZVPD basis) results for a cluster of 2 separate species, C25H28F2IN2O5 in total in a non-equilibrium geometry.

Cartesian coordinates (Å):
C1 0.785 2.409 -4.060
C2 0.187 2.740 -2.702
I1 -0.145 4.885 -2.602
C3 -1.145 2.058 -2.368
C4 -1.355 0.625 -2.824
F1 -1.372 0.495 -4.187
C5 -0.577 -0.521 -2.156
C6 0.939 -0.338 -2.013
C7 1.579 -1.152 -0.877
C8 2.785 -0.423 -0.336
O1 3.583 0.102 -1.046
N1 2.972 -0.393 1.093
C9 2.500 0.819 1.703
C10 1.552 1.674 1.150
C11 1.139 2.827 1.815
C12 1.662 3.150 3.063
C13 2.597 2.290 3.626
C14 3.015 1.143 2.961
C15 -1.398 -0.937 -0.931
F2 -1.064 0.018 0.083
C16 -1.309 -2.385 -0.483
C17 -2.286 -2.787 0.630
C18 -2.225 -1.943 1.880
C19 -3.407 -1.650 2.557
C20 -3.399 -0.881 3.721
C21 -2.202 -0.388 4.224
C22 -1.014 -0.691 3.565
C23 -1.029 -1.465 2.410
C24 -2.786 -0.600 -1.354
N2 -2.705 0.264 -2.362
O2 -3.838 0.828 -2.900
H1 0.184 2.840 -4.854
H2 1.775 2.848 -4.127
H3 0.889 1.338 -4.183
H4 0.931 2.572 -1.934
H5 -1.295 2.108 -1.294
H6 -1.942 2.648 -2.816
H7 -0.709 -1.338 -2.868
H8 1.384 -0.675 -2.943
H9 1.243 0.696 -1.905
H10 0.915 -1.315 -0.043
H11 1.970 -2.090 -1.256
H12 2.412 -1.160 1.456
H13 1.119 1.466 0.184
H14 0.411 3.474 1.348
H15 1.333 4.044 3.566
H16 3.019 2.528 4.592
H17 3.747 0.486 3.403
H18 -0.311 -2.692 -0.191
H19 -1.553 -2.970 -1.367
H20 -3.305 -2.826 0.255
H21 -2.030 -3.806 0.915
H22 -4.354 -2.018 2.191
H23 -4.330 -0.658 4.218
H24 -2.178 0.225 5.110
H25 -0.078 -0.309 3.941
H26 -0.090 -1.666 1.916
H27 -3.700 -0.963 -0.935
H28 -4.105 1.533 -2.285
C25 4.143 -3.515 -0.326
O3 3.202 -3.010 0.349
O4 4.049 -3.626 -1.600
O5 5.219 -3.943 0.201

The value obtained for the largest force on an atom is 1.68 eV Å⁻¹. As for the net charge: -1.

These are the Mulliken partial charges, in e, on atoms 1 to 8: -1.36, -0.28, 0.02, -1.21, 0.51, -0.41, 0.01, -1.47

---

Number 1: calculated total energy -233251.11898 eV. Number 2: calculated total energy -116604.72016 eV. Number 3: calculated total energy -64513.82585 eV. Number 4: calculated total energy -220324.51827 eV. Number 5: calculated total energy -101292.70139 eV. Number 6: calculated total energy -65572.91835 eV. Number 7: calculated total energy -53127.95014 eV.